Record 1
ORCA calculation (ωB97M-V/def2-TZVPD) on a structure of composition C20H24N2O3P2Ti in a non-equilibrium geometry.

Atoms and positions in Å:
1 C -2.46225 1.71165 -3.92137
2 C -1.96980 1.10392 -2.75149
3 C -0.57273 0.78848 -2.72975
4 C 0.25505 1.82003 -3.27371
5 C -0.25689 2.59906 -4.34445
6 C -1.59870 2.50351 -4.68844
7 C 1.48148 1.95926 -2.57097
8 C 2.19249 0.73143 -2.48056
9 C 1.36727 -0.46292 -2.56499
10 C 1.81645 -1.69620 -3.13285
11 C 3.18688 -1.77246 -3.39666
12 C 4.04987 -0.71856 -3.05734
13 C 3.58875 0.50153 -2.55267
14 H -3.52798 1.66600 -4.14718
15 H 0.43939 3.23091 -4.90373
16 H -2.00035 3.05492 -5.53803
17 H 1.98717 2.91776 -2.44236
18 H 3.57372 -2.70421 -3.82004
19 H 5.11123 -0.85262 -3.26709
20 H 4.29063 1.29176 -2.27975
21 N 0.03157 -0.30542 -2.14730
22 Ti 0.60383 -1.52279 -0.65104
23 C -2.60373 1.33852 -1.42200
24 H -2.43284 0.55034 -0.67496
25 H -3.67783 1.55788 -1.50654
26 C 0.87713 -2.89446 -3.31329
27 H 0.02025 -2.67464 -3.97694
28 H 1.44438 -3.74726 -3.70726
29 P -1.67248 2.89305 -0.91505
30 P 0.09425 -3.55443 -1.74136
31 C 1.04960 -5.03540 -1.36485
32 H 0.67961 -5.43917 -0.41175
33 H 0.91568 -5.77992 -2.16170
34 H 2.11416 -4.80214 -1.24082
35 C -1.59868 -4.08932 -2.10476
36 H -1.67664 -5.18404 -2.04775
37 H -2.28052 -3.65169 -1.35631
38 H -1.92386 -3.75310 -3.10024
39 C -2.85421 4.21822 -1.18675
40 H -3.80724 3.81841 -1.55236
41 H -2.99944 4.77124 -0.25127
42 H -2.43671 4.88703 -1.95012
43 C -1.19820 2.73875 0.79624
44 H -0.13373 3.00263 0.87201
45 H -1.81299 3.46670 1.34626
46 H -1.32666 1.71282 1.18027
47 C 2.34151 -2.35144 0.05671
48 O 3.37435 -2.79472 0.39436
49 H -0.49457 3.29160 -1.67880
50 O -2.06724 -0.88833 0.96361
51 N -1.01250 -1.12342 0.43474
52 O 0.08687 -0.28947 0.80766

gap between HOMO and LUMO (spin up / spin down) = 5.61 / 5.35 eV
2S+1 = 2
<S²> = 0.89
charge = +1
highest occupied orbital energy (spin up / spin down) = -9.2 / -9.3 eV

Atom charges from the Löwdin analysis, given in e for atoms 1 to 8:
1. C -0.0542
2. C -0.2595
3. C -0.2084
4. C -0.2442
5. C -0.0320
6. C -0.0906
7. C 0.0180
8. C -0.1457

Record 2
ORCA calculation (ωB97M-V/def2-TZVPD) on a structure of composition C31H31BaCl3GeN3O10P2.

Atoms and positions in Å:
1 Ba 0.78394 1.96593 0.87849
2 C 2.17259 2.98330 5.50026
3 C 1.89271 1.92433 4.45943
4 O 0.98054 2.05267 3.65625
5 N 2.72356 0.85662 4.47761
6 C 2.69278 -0.20046 3.47356
7 C 3.73281 0.04311 2.40828
8 C 5.00984 -0.49681 2.49738
9 C 5.95018 -0.17347 1.53274
10 C 5.59125 0.69062 0.51190
11 C 4.29382 1.17699 0.48945
12 N 3.37978 0.84772 1.40220
13 H 1.27189 3.57164 5.64791
14 H 2.95220 3.64524 5.11902
15 H 2.50303 2.55751 6.44792
16 H 3.50016 0.88786 5.11594
17 H 1.70112 -0.22729 3.02192
18 H 2.84551 -1.16514 3.95552
19 H 5.25120 -1.16843 3.31152
20 H 6.95034 -0.58589 1.58087
21 H 6.29327 0.98628 -0.25523
22 H 3.96933 1.86534 -0.28500
23 O -1.20621 3.40680 -1.01830
24 P 0.11889 3.61150 -1.97935
25 O -0.31934 4.00587 -3.33066
26 O 0.89702 2.35046 -1.71456
27 O 0.83204 4.85303 -1.24893
28 P 2.00675 5.08750 -0.13429
29 O 3.20954 4.13536 -0.70583
30 O 2.40118 6.50358 -0.19934
31 O 1.58285 4.40758 1.13763
32 H -1.90382 3.98673 -1.34619
33 H 3.63058 4.60963 -1.43212
34 O 0.28304 -2.26478 2.65745
35 C -0.41254 -1.43971 2.06030
36 O -0.02927 -0.29548 1.64818
37 C -1.88835 -1.77831 1.79667
38 C -2.47752 -1.10537 0.55622
39 Ge -1.71108 -1.69179 -1.15080
40 C -2.45728 -0.54360 -2.55246
41 C -1.85256 0.62810 -3.00820
42 C -2.49644 1.47053 -3.90900
43 C -3.76697 1.15068 -4.36470
44 C -4.38834 -0.01081 -3.92123
45 C -3.73736 -0.84807 -3.02475
46 C 0.23809 -1.83800 -1.14931
47 C 0.80338 -3.01772 -0.66948
48 C 2.18043 -3.14878 -0.53318
49 C 3.01767 -2.10536 -0.89319
50 C 2.47007 -0.93167 -1.39551
51 C 1.09499 -0.79685 -1.51330
52 C -2.40002 -3.50238 -1.50071
53 C -3.29823 -4.13205 -0.64156
54 C -3.78784 -5.40379 -0.91856
55 C -3.38534 -6.06684 -2.06751
56 C -2.49196 -5.45422 -2.93732
57 C -2.00705 -4.18647 -2.65242
58 H -2.43043 -1.44354 2.68840
59 H -1.97821 -2.86603 1.77283
60 H -2.33053 -0.02812 0.64454
61 H -3.55734 -1.27278 0.48403
62 H -0.87498 0.93193 -2.65912
63 H -1.99495 2.38067 -4.21758
64 H -4.27595 1.80647 -5.06094
65 H -5.38024 -0.26782 -4.27462
66 H -4.23319 -1.75507 -2.69301
67 H 0.16603 -3.84256 -0.37094
68 H 2.59383 -4.06590 -0.13183
69 H 4.09162 -2.20264 -0.78227
70 H 3.10773 -0.10906 -1.69579
71 H 0.72053 0.14333 -1.89554
72 H -3.62318 -3.62898 0.26180
73 H -4.48231 -5.87608 -0.23420
74 H -3.76433 -7.05779 -2.28568
75 H -2.17317 -5.96604 -3.83726
76 H -1.30700 -3.72040 -3.33845
77 Cl -4.31970 1.75815 -0.74573
78 C -4.24110 2.91009 0.57700
79 Cl -4.24770 4.57314 -0.04318
80 Cl -5.61174 2.68566 1.68670
81 C -3.00532 2.69806 1.33346
82 N -2.03923 2.53237 1.92580

gap between HOMO and LUMO = 8.28 eV
2S+1 = 1
charge = -1
highest occupied orbital energy = -6.2 eV

Atom charges from the Löwdin analysis, given in e for atoms 1 to 8:
1. Ba 1.9791
2. C 0.0090
3. C -0.5248
4. O -0.0866
5. N 0.0839
6. C -0.1051
7. C -0.2478
8. C -0.0225

Record 3
ORCA calculation (ωB97M-V/def2-TZVPD) on a cluster of 10 separate species, C50H110F12N4O16P2S4 in total in a non-equilibrium geometry.

Atoms and positions in Å:
1 C -4.17641 4.71626 3.22300
2 C -2.82627 5.30030 2.99586
3 O -2.59006 6.51432 2.79241
4 N -1.62593 4.30357 2.85639
5 H -1.59833 3.70803 3.67166
6 H -1.73248 3.55804 2.18340
7 C -0.23288 4.95054 2.60575
8 H -4.56150 5.16009 4.14105
9 H -4.24625 3.69871 3.60747
10 H -4.88894 4.82898 2.40587
11 H -0.03397 5.42905 3.56469
12 H -0.28987 5.63972 1.76320
13 H 0.40599 4.15278 2.22690
14 C 4.50060 1.30519 0.01069
15 C 5.05555 2.31381 1.02024
16 O 5.97462 2.04859 1.70413
17 N 4.47856 3.70283 1.01865
18 H 5.11554 4.46646 0.84191
19 H 4.01612 3.75061 0.12201
20 C 3.29947 3.92780 2.00726
21 H 5.00932 0.35866 0.19338
22 H 4.75337 1.71312 -0.96798
23 H 3.44990 1.08931 0.20446
24 H 3.67702 4.07886 3.01857
25 H 2.72702 3.00596 1.90433
26 H 2.78899 4.83474 1.68328
27 C -4.83321 -2.22313 1.57669
28 C -5.69050 -0.95599 1.30798
29 O -6.93293 -0.96937 1.31134
30 N -5.00113 0.30769 0.82812
31 H -3.99838 0.19152 0.86129
32 H -5.15269 0.45751 -0.15914
33 C -5.36223 1.59818 1.61947
34 H -3.87858 -2.03234 2.06696
35 H -4.66049 -2.86300 0.71134
36 H -5.34507 -2.80054 2.34655
37 H -5.16543 1.44676 2.68080
38 H -6.38113 1.94787 1.45308
39 H -4.69165 2.32959 1.16841
40 C -2.17896 4.23517 -2.72689
41 N -3.70386 4.39701 -2.53224
42 C -4.19558 2.93895 -2.43694
43 C -4.00588 5.10744 -1.20540
44 C -4.29580 5.18409 -3.71955
45 C -4.35315 4.46254 -5.09823
46 O -3.08374 4.10866 -5.65431
47 H -2.04611 3.51321 -3.53262
48 H -1.59808 4.02886 -1.82793
49 H -1.81906 5.16209 -3.17342
50 H -5.25681 3.06487 -2.22236
51 H -3.62000 2.46326 -1.64289
52 H -3.99632 2.40381 -3.36538
53 H -3.32868 5.95659 -1.11353
54 H -3.67201 4.48084 -0.37836
55 H -5.05936 5.35705 -1.07907
56 H -3.77218 6.11966 -3.91616
57 H -5.33869 5.33799 -3.44243
58 H -4.65206 5.25389 -5.78563
59 H -5.12731 3.69765 -5.15927
60 H -2.55295 4.82999 -6.00009
61 C 3.72272 -6.64174 0.25949
62 C 2.94532 -6.40399 1.57222
63 C 2.09540 -5.14785 1.47590
64 C 1.27251 -4.86105 2.75331
65 P 0.56303 -3.19550 2.97862
66 C -0.50273 -2.90378 1.52819
67 C -1.39691 -4.07045 1.09942
68 C -2.00419 -3.86213 -0.31594
69 C -3.04803 -4.94262 -0.74425
70 C 1.94630 -2.05952 2.94643
71 C 3.21746 -2.53478 3.79649
72 C 4.00860 -1.26492 4.30675
73 C 3.20205 -0.27035 5.15322
74 C -0.28247 -3.39056 4.61312
75 C 0.68988 -3.44071 5.85580
76 C -0.11349 -3.45315 7.19756
77 C -1.44541 -4.35945 7.28505
78 H 3.22190 -6.12307 -0.55799
79 H 3.91109 -7.66592 -0.06252
80 H 4.68490 -6.13412 0.32767
81 H 3.58784 -6.46803 2.45038
82 H 2.21695 -7.19206 1.76333
83 H 1.46875 -5.16620 0.58423
84 H 2.76394 -4.31498 1.25801
85 H 1.92944 -5.03126 3.60630
86 H 0.46168 -5.56680 2.93381
87 H 0.22149 -2.66501 0.74934
88 H -0.98795 -1.93491 1.64628
89 H -2.19036 -4.28953 1.81394
90 H -0.89920 -5.03992 1.07643
91 H -1.17217 -3.85689 -1.02008
92 H -2.44617 -2.86841 -0.38860
93 H -2.71214 -5.96206 -0.93407
94 H -3.57571 -4.67551 -1.65984
95 H -3.78953 -4.95053 0.05464
96 H 1.51145 -1.08689 3.17670
97 H 2.23065 -1.92964 1.90222
98 H 3.86925 -3.22792 3.26467
99 H 2.93488 -3.19826 4.61384
100 H 4.51227 -0.66711 3.54712
101 H 4.90933 -1.64269 4.79056
102 H 2.42612 -0.67529 5.80286
103 H 2.63709 0.38674 4.49205
104 H 3.91612 0.32810 5.71896
105 H -0.94629 -4.23965 4.45037
106 H -0.83357 -2.45430 4.70144
107 H 1.11933 -2.44930 5.71161
108 H 1.39889 -4.26790 5.88990
109 H -0.44650 -2.43422 7.39505
110 H 0.54724 -3.78985 7.99642
111 H -1.92030 -4.09593 8.23011
112 H -1.23621 -5.41137 7.09065
113 H -2.12647 -4.18393 6.45231
114 C 1.80295 -6.05787 -3.02708
115 C 0.46004 -5.33827 -2.54759
116 C 0.30211 -3.97671 -3.27546
117 C 1.04672 -2.75935 -2.79758
118 P 1.36483 -1.44886 -4.04480
119 C 2.40852 -2.20892 -5.29732
120 C 3.88002 -2.38038 -4.84880
121 C 4.90482 -2.82769 -5.87899
122 C 5.10595 -1.86712 -7.08964
123 C -0.22359 -0.85362 -4.74730
124 C -1.17250 -0.20381 -3.70991
125 C -2.54133 -0.18259 -4.09708
126 C -2.92071 0.51843 -5.37372
127 C 2.07499 0.12816 -3.25660
128 C 1.98085 1.42933 -4.16234
129 C 2.69419 1.41157 -5.54509
130 C 3.00501 2.82198 -6.10652
131 H 2.69661 -5.43637 -3.08376
132 H 1.63794 -6.53288 -3.99416
133 H 1.97446 -6.85697 -2.30589
134 H -0.44737 -5.92130 -2.70503
135 H 0.52478 -5.22952 -1.46496
136 H 0.47676 -4.17907 -4.33217
137 H -0.76743 -3.80146 -3.15944
138 H 0.52079 -2.31547 -1.95231
139 H 2.00639 -2.98492 -2.33255
140 H 2.20712 -1.57474 -6.16066
141 H 2.04552 -3.21839 -5.49045
142 H 3.95710 -2.90832 -3.89831
143 H 4.19857 -1.35604 -4.65555
144 H 4.72470 -3.81792 -6.29746
145 H 5.81782 -2.77837 -5.28560
146 H 5.76953 -2.40431 -7.76728
147 H 5.57640 -0.90610 -6.88176
148 H 4.23454 -1.82022 -7.74274
149 H -0.02844 -0.35052 -5.69435
150 H -0.67870 -1.77420 -5.11269
151 H -1.03387 -0.64363 -2.72227
152 H -0.77893 0.81265 -3.71185
153 H -2.75337 -1.24119 -4.24705
154 H -3.26083 0.18133 -3.36361
155 H -2.46090 -0.00054 -6.21476
156 H -2.61386 1.56290 -5.42873
157 H -3.99460 0.56914 -5.55340
158 H 3.07689 -0.05841 -2.86993
159 H 1.53745 0.19620 -2.31081
160 H 2.36592 2.30029 -3.63203
161 H 0.93898 1.74649 -4.20719
162 H 2.05732 0.84068 -6.22079
163 H 3.58685 0.82918 -5.31688
164 H 2.23891 3.50438 -5.73838
165 H 2.91301 2.80580 -7.19251
166 H 3.97354 3.16892 -5.74642
167 C 1.30431 3.04963 5.82443
168 F 2.55525 3.51043 6.01798
169 F 1.24897 2.94542 4.44348
170 F 1.25022 1.84560 6.37231
171 S 0.07141 4.26225 6.59764
172 O -1.21149 4.09497 5.89548
173 O 0.04599 3.87053 7.99454
174 O 0.67826 5.59379 6.41688
175 C -2.39008 0.35357 6.02940
176 F -2.36737 -0.94703 6.44948
177 F -3.31246 1.10157 6.58570
178 F -1.22933 0.79286 6.38573
179 S -2.40451 0.42835 4.09825
180 O -3.66558 -0.10801 3.55963
181 O -2.22750 1.89368 3.69720
182 O -1.34165 -0.52619 3.73173
183 C 0.43660 1.08346 0.94191
184 F 0.92073 -0.14277 0.64400
185 F 0.46442 1.26603 2.29008
186 F 1.22454 1.97406 0.39569
187 S -1.46426 1.28437 0.23265
188 O -1.31398 1.28022 -1.21873
189 O -2.26949 0.13344 0.68003
190 O -1.94649 2.51837 0.77257
191 C 1.23731 5.44327 -3.08872
192 F 2.26144 5.51128 -3.87052
193 F 0.55854 6.55417 -3.24948
194 F 0.52611 4.44783 -3.61295
195 S 1.92665 5.16554 -1.20676
196 O 2.36896 6.49232 -0.72010
197 O 0.82067 4.64717 -0.39837
198 O 3.06404 4.22093 -1.27981

gap between HOMO and LUMO = 6.67 eV
2S+1 = 1
charge = +2
highest occupied orbital energy = -11.1 eV

Atom charges from the Löwdin analysis, given in e for atoms 1 to 8:
1. C 0.0156
2. C -0.2773
3. O 0.1176
4. N 0.0839
5. H 0.0745
6. H 0.0607
7. C 0.0411
8. H 0.1121

The highest 2S+1 belongs to which entry? C20H24N2O3P2Ti